[1]
Formula: C15H22BBr2IO5P2S
Source: the OMol25 dataset
Level of theory: ωB97M-V/def2-TZVPD

- Frontier orbital gap: 7.70 eV
- Charge: 0
- Multiplicity: 1
- HOMO level: -7.88 eV

Geometry as XYZ:
```
49
Properties=species:S:1:pos:R:3:mulliken_charge:R:1
C -3.2014 -1.9926 2.5916 -1.416
C -2.0265 -1.7886 1.6236 -0.078
P -2.2976 -0.1709 0.8078 -0.025
C -2.0437 0.9893 2.2097 -1.349
C -0.9217 0.1792 -0.5172 1.700
P -1.8316 -0.1092 -2.2311 0.405
C -1.3528 1.3816 -3.1947 -1.050
C -3.5881 0.2863 -1.9320 -1.421
O -0.8250 1.6432 -0.5169 -0.603
S 0.5032 2.4381 -0.0647 0.819
O 0.0950 3.8139 -0.1038 -0.717
O 1.3308 2.2259 -1.4850 -0.353
C 2.2402 1.1488 -1.4757 -0.804
I 3.7333 1.3798 0.1353 0.038
B 3.1665 1.3008 -2.7976 1.097
O 2.8239 2.2549 -3.7309 -0.562
O 4.2814 0.5125 -2.9012 -0.636
C 1.5965 -0.2442 -1.4633 0.043
Br 1.2419 -0.5791 -3.3682 -0.070
C 0.4369 -0.6774 -0.4928 -1.146
Br -0.1096 -2.5005 -1.1299 0.036
C 1.1309 -0.9714 0.8542 0.395
C 1.9075 -2.1183 1.0354 -0.479
C 2.5514 -2.3710 2.2352 -1.015
C 2.4565 -1.4790 3.2900 -0.514
C 1.7240 -0.3198 3.1160 -1.417
C 1.0755 -0.0778 1.9128 0.293
H -4.1023 -2.2734 2.0601 0.365
H -2.9548 -2.7918 3.2833 0.422
H -3.4075 -1.1056 3.1819 0.351
H -2.0497 -2.5843 0.8952 0.330
H -1.1029 -1.8434 2.1886 0.167
H -1.5170 1.8706 1.8675 0.449
H -3.0145 1.3158 2.5585 0.423
H -1.4707 0.5555 3.0176 0.342
H -2.2194 2.0124 -3.3581 0.449
H -0.5667 1.9643 -2.7404 0.208
H -1.0054 1.0336 -4.1600 0.354
H -3.7593 1.1800 -1.3410 0.419
H -4.0922 -0.5558 -1.4811 0.398
H -4.0014 0.4500 -2.9240 0.461
H 3.3344 3.0652 -3.6489 0.304
H 5.0766 1.0076 -3.1085 0.302
H 2.4230 -0.9085 -1.2470 0.759
H 2.0327 -2.8368 0.2467 0.484
H 3.1312 -3.2713 2.3456 0.418
H 2.9604 -1.6780 4.2204 0.431
H 1.6603 0.4046 3.9111 0.452
H 0.5477 0.8348 1.8260 0.541
```

[2]
Formula: C6H14F3InO2PS
Source: the OMol25 dataset
Level of theory: ωB97M-V/def2-TZVPD

- Frontier orbital gap: 6.96 eV
- Charge: -1
- Multiplicity: 1
- HOMO level: -4.01 eV

Geometry as XYZ:
```
28
Properties=species:S:1:pos:R:3:mulliken_charge:R:1
C -0.6108 -0.2883 3.3724 -0.924
C -1.6315 -0.6637 2.1098 -0.385
P -1.7541 0.8733 0.9580 0.044
C -3.5919 1.1055 0.3983 -0.830
In -0.3497 0.5001 -1.1806 0.473
C -0.0513 -1.7732 -1.2863 -0.638
C 1.5967 -2.0005 -1.2352 -0.625
S 1.7656 1.7897 -0.8672 0.594
O 2.2079 1.6568 0.6195 -0.559
O 1.4571 3.2661 -1.2940 -0.626
C 3.2101 1.2261 -1.9185 0.575
F 4.0364 2.4621 -2.1890 -0.254
F 2.8461 0.6851 -3.2478 -0.221
F 4.1205 0.3223 -1.1283 -0.226
H -0.8926 0.7876 3.7773 0.293
H -0.6727 -1.0937 4.2417 0.302
H 0.4790 -0.3525 2.9467 0.204
H -2.6796 -0.9884 2.5602 0.275
H -1.1869 -1.6188 1.5965 0.104
H -3.7774 0.3102 -0.4617 0.186
H -3.7130 2.1674 -0.0982 0.245
H -4.3619 0.9873 1.2728 0.270
H -1.3356 1.1271 -2.5854 -0.287
H -0.6030 -2.3111 -0.3992 0.170
H -0.4172 -2.2223 -2.3043 0.276
H 2.0346 -1.5118 -2.2075 0.111
H 1.9031 -3.1273 -1.1161 0.305
H 1.9721 -1.3153 -0.3340 0.146
```

[3]
Formula: CH4FNS
Source: the OMol25 dataset
Level of theory: ωB97M-V/def2-TZVPD

- Relative energy (zero: lowest compared OMol25 entry of this formula, charge and spin): 27.7 kcal per mole
- Frontier orbital gap: 10.09 eV
- Charge: 0
- Multiplicity: 1
- HOMO level: -9.45 eV

Geometry as XYZ:
```
8
Properties=species:S:1:pos:R:3:mulliken_charge:R:1
C -0.9219 1.0590 0.0126 -0.095
N -1.5327 -0.0475 -0.1143 -0.297
S -0.5760 -1.4638 0.0180 -0.112
H -1.5179 1.9730 -0.0642 0.258
H 0.1561 1.1714 0.1985 0.096
H -1.5967 -2.3099 -0.1721 0.158
F 3.4067 -0.3671 -0.0644 -0.399
H 2.5825 -0.0151 0.1858 0.391
```

[4]
Formula: H3N2OP
Source: the OMol25 dataset
Level of theory: ωB97M-V/def2-TZVPD

- Relative energy (zero: lowest compared OMol25 entry of this formula, charge and spin): 10.0 kcal per mole
- Frontier orbital gap: 9.01 eV
- Charge: 0
- Multiplicity: 1
- HOMO level: -8.25 eV

Geometry as XYZ:
```
7
Properties=species:S:1:pos:R:3:mulliken_charge:R:1
N -0.8136 0.3652 0.9340 -0.392
N 0.0862 -0.2760 0.1693 -0.070
P 1.1196 0.3175 -0.8352 0.125
O 1.8887 -1.0886 -1.2084 -0.463
H -1.1251 1.2896 0.6565 0.232
H -1.5635 -0.2491 1.2239 0.224
H 2.5855 -0.9887 -1.8565 0.344
```

[5]
Formula: C5H14O3
Source: the OMol25 dataset
Level of theory: ωB97M-V/def2-TZVPD

- Relative energy (zero: lowest compared OMol25 entry of this formula, charge and spin): 50.4 kcal per mole
- Frontier orbital gap: 10.12 eV
- Charge: 0
- Multiplicity: 1
- HOMO level: -9.49 eV

Geometry as XYZ:
```
22
Properties=species:S:1:pos:R:3:mulliken_charge:R:1
O 0.4308 2.2476 2.0337 -0.532
C -0.5821 2.2949 1.1179 -0.559
C -0.1883 1.0711 0.1565 -0.337
C -1.2496 0.4496 -0.7102 -0.703
C -0.4344 -0.2194 -1.9406 -0.655
C 0.2779 -1.5683 -1.5850 -0.242
O -0.6152 -2.5887 -1.1420 -0.520
H 1.3238 2.2696 1.6771 0.332
H -1.4566 2.0941 1.6207 0.341
H -0.7677 3.1972 0.4644 0.267
H 0.1861 0.2980 0.8049 0.141
H 0.6629 1.4394 -0.4594 0.338
H -1.8086 1.1841 -1.1233 0.382
H -1.8927 -0.2829 -0.2652 0.386
H -1.1869 -0.4886 -2.6677 0.341
H 0.2182 0.4575 -2.5368 0.377
H 1.1689 -1.4939 -0.8985 -0.020
H 0.6245 -2.0500 -2.5054 0.354
H -1.1390 -2.3316 -0.3299 0.319
O 1.7995 -1.2866 1.6723 -0.514
H 2.5551 -1.6998 1.1516 0.312
H 1.6516 -1.7380 2.3239 0.193
```

[6]
Formula: C14H16F6N3O5PdS4
Source: the OMol25 dataset
Level of theory: ωB97M-V/def2-TZVPD

- Relative energy (zero: lowest compared OMol25 entry of this formula, charge and spin): 0.0 kcal per mole
- Frontier orbital gap: 5.72 eV
- Charge: -1
- Multiplicity: 1
- HOMO level: -3.36 eV

Geometry as XYZ:
```
49
Properties=species:S:1:pos:R:3:mulliken_charge:R:1
Pd -0.0144 -0.8461 -0.3734 0.059
C -2.8669 -2.6946 -0.8360 -1.170
C -2.9121 -1.6031 0.1738 0.849
N -1.8660 -0.9359 0.5664 -0.156
C -2.1975 0.0439 1.4824 -0.200
C -3.5162 0.1241 1.7755 0.034
S -4.3784 -1.0772 0.9075 -0.280
C -1.1126 0.8835 2.0165 -0.232
C -1.0138 2.2281 1.8747 -0.472
S 0.4985 2.7561 2.4776 -0.283
C 0.8843 1.1230 2.9226 0.762
N -0.0444 0.2690 2.6403 -0.428
C 2.1931 0.7571 3.5378 -1.143
H -1.8306 -3.0223 -0.9227 0.188
H -3.1828 -2.3146 -1.8082 0.174
H -3.5139 -3.5266 -0.5557 0.461
H -3.9971 0.7914 2.4702 0.492
H -1.6993 2.8952 1.3794 0.442
H 2.4260 1.3867 4.3978 0.416
H 2.9913 0.8433 2.8010 0.252
H 2.1416 -0.2837 3.8483 0.289
F 1.8450 -0.2502 -5.1342 -0.254
C 1.8416 -0.8905 -3.9558 0.674
F 2.8564 -1.7529 -3.9491 -0.224
F 0.7006 -1.5782 -3.8656 -0.213
S 1.9925 0.3440 -2.5918 0.735
O 0.7940 1.1180 -2.7210 -0.431
O 3.2579 0.9745 -2.8055 -0.631
N 1.9070 -0.5507 -1.2741 -0.301
S 3.1983 -1.1383 -0.5225 0.817
O 4.3832 -1.1596 -1.3251 -0.631
O 3.2759 -0.6673 0.8287 -0.542
C 2.7541 -2.9354 -0.3610 0.604
F 1.8648 -3.1837 0.5911 -0.191
F 2.3054 -3.4268 -1.5178 -0.235
F 3.8809 -3.5937 -0.0419 -0.246
C -2.0616 1.2404 -3.9684 -0.534
C -2.0978 2.3968 -2.9458 -0.723
C -2.5164 1.6994 -1.6473 0.094
O -3.2454 0.5454 -2.0594 -0.404
C -2.4570 0.0228 -3.1283 -0.162
H -1.0714 1.1167 -4.4028 0.155
H -2.7810 1.4030 -4.7726 0.331
H -2.8294 3.1530 -3.2352 0.337
H -1.1245 2.8729 -2.8414 0.284
H -3.1702 2.2946 -1.0081 0.504
H -1.6269 1.3821 -1.0863 -0.254
H -3.0618 -0.7086 -3.6661 0.452
H -1.5641 -0.4592 -2.7071 -0.068
```

[7]
Formula: C12H23N3O3S2
Source: the OMol25 dataset
Level of theory: ωB97M-V/def2-TZVPD

- Relative energy (zero: lowest compared OMol25 entry of this formula, charge and spin): 27.7 kcal per mole
- Frontier orbital gap: 8.36 eV
- Charge: 0
- Multiplicity: 1
- HOMO level: -8.10 eV

Geometry as XYZ:
```
43
Properties=species:S:1:pos:R:3:mulliken_charge:R:1
C -0.2842 -1.9502 -0.5292 -0.242
S -1.6498 -2.4149 -1.7311 -0.138
C -1.9096 -1.1177 -2.8303 0.856
C -2.2301 -1.3105 -4.1416 -0.915
N -2.6782 -2.3652 -4.9312 0.953
O -2.5138 -2.2208 -6.1236 -0.583
O -3.0344 -3.3957 -4.3855 -0.591
N -1.8477 0.2408 -2.3452 -0.130
S -1.8426 1.7142 -3.1866 -0.113
C -0.7555 2.6196 -2.0328 -0.506
C -1.4863 3.1572 -0.7863 -1.064
C -2.1076 1.9599 0.0171 0.012
C -2.6851 2.6043 1.2085 -1.014
C -1.5923 2.4978 2.2988 -1.170
C -0.8695 1.1901 1.9325 0.589
C 0.5713 1.2682 2.2131 -1.435
N 1.2318 0.0037 2.1219 0.415
C 2.1703 -0.0443 0.9650 -1.135
C 1.6372 -0.4995 3.4018 -1.067
O -1.1987 0.9676 0.4771 -0.451
H -0.5856 -2.0526 0.5035 0.356
H 0.5398 -2.6603 -0.6448 0.453
H -0.0444 -0.8827 -0.4863 -0.377
H -2.3541 -0.3871 -4.7278 0.271
H -1.6521 0.3037 -1.3783 0.318
H -0.2912 3.5037 -2.5281 0.498
H 0.0115 1.9308 -1.6554 -0.015
H -2.1896 3.8491 -1.0821 0.523
H -0.7755 3.7253 -0.2262 0.448
H -2.9423 1.5064 -0.5564 0.616
H -3.6377 2.1368 1.5769 0.330
H -3.0320 3.5945 0.9451 0.433
H -2.0452 2.3409 3.2667 0.464
H -1.0076 3.3556 2.3479 0.437
H -1.3394 0.3715 2.5001 0.264
H 1.0871 1.8913 1.4215 0.277
H 0.6368 1.6842 3.2214 0.506
H 1.7920 0.4175 0.0814 0.275
H 2.5406 -1.0883 0.7399 0.238
H 3.0095 0.5846 1.3977 0.468
H 0.7935 -0.3045 4.0654 0.362
H 1.8758 -1.6089 3.3532 0.265
H 2.4828 0.0906 3.8510 0.318
```

[8]
Formula: C18H34N2O6
Source: the OMol25 dataset
Level of theory: ωB97M-V/def2-TZVPD

- Relative energy (zero: lowest compared OMol25 entry of this formula, charge and spin): 4.1 kcal per mole
- Frontier orbital gap: 10.11 eV
- Charge: 0
- Multiplicity: 1
- HOMO level: -9.60 eV

Geometry as XYZ:
```
60
Properties=species:S:1:pos:R:3:mulliken_charge:R:1
C -0.3245 -4.2054 -1.0336 -1.912
C -0.6201 -2.7134 -0.8720 1.803
C -1.2147 -2.1332 -2.1560 -1.673
C -1.5684 -2.4800 0.3033 -1.337
O 0.6325 -2.0007 -0.7120 -0.361
C 1.4381 -2.2561 0.3382 0.797
O 1.1424 -2.8516 1.3464 -0.670
N 2.6601 -1.7183 0.1112 -0.160
C 3.6735 -1.6571 1.1363 -0.919
C 4.2930 -0.2671 1.2921 -0.597
C 3.3008 0.8407 1.6600 -1.150
C 2.4398 1.3179 0.4793 2.714
C 1.5103 2.4640 0.8987 -1.382
C 0.6862 3.0279 -0.2632 -0.938
C -0.1097 1.9767 -1.0442 -1.071
N -1.0337 1.2474 -0.2125 0.168
C -2.3757 1.3827 -0.3209 0.687
O -2.9256 2.0490 -1.1643 -0.672
O -2.9724 0.6441 0.6361 -0.383
C -4.4153 0.5390 0.6906 1.568
C -4.9429 -0.0959 -0.5959 -1.512
C -5.0417 1.9137 0.9217 -1.715
C -4.6768 -0.3765 1.8874 -1.631
C 3.3520 1.7946 -0.6281 0.013
O 4.0697 2.7553 -0.5885 -0.593
O 3.2895 0.9940 -1.7082 -0.392
H 0.1051 -4.5999 -0.1161 0.405
H 0.3796 -4.3621 -1.8484 0.380
H -1.2419 -4.7442 -1.2523 0.482
H -2.1484 -2.6354 -2.3911 0.409
H -1.4058 -1.0701 -2.0331 0.185
H -0.5223 -2.2673 -2.9829 0.460
H -1.1127 -2.8191 1.2290 0.363
H -2.4829 -3.0438 0.1353 0.590
H -1.8187 -1.4265 0.3948 0.081
H 2.8411 -1.2854 -0.7811 0.295
H 3.1875 -1.9694 2.0642 0.382
H 4.4724 -2.3751 0.9106 0.322
H 5.0422 -0.3379 2.0829 0.406
H 4.8171 0.0008 0.3723 0.287
H 2.6434 0.4880 2.4566 0.429
H 3.8616 1.6992 2.0361 0.358
H 1.8461 0.4870 0.1019 -1.237
H 0.8461 2.1040 1.6865 0.533
H 2.1155 3.2721 1.3144 0.400
H -0.0092 3.7694 0.1342 0.462
H 1.3503 3.5378 -0.9634 0.403
H -0.7148 2.4739 -1.8063 0.610
H 0.5639 1.2719 -1.5410 0.290
H -0.6736 0.6705 0.5300 0.222
H -4.4600 -1.0564 -0.7631 0.240
H -6.0155 -0.2479 -0.5164 0.479
H -4.7394 0.5530 -1.4432 0.381
H -6.1164 1.8103 1.0420 0.476
H -4.6273 2.3666 1.8201 0.355
H -4.8401 2.5636 0.0749 0.363
H -4.2679 0.0668 2.7915 0.394
H -4.2016 -1.3412 1.7321 0.299
H -5.7452 -0.5217 2.0154 0.434
H 3.8713 1.3242 -2.4116 0.376
```

Which value of multiplicity does entry 6 give? 1

Look up the charge of the second one. -1